Entry 1:
# C35H32Cl2GeIrN2O3S

A structure of composition C35H32Cl2GeIrN2O3S (the ωB97M-V functional and the def2-TZVPD basis, the OMol25 dataset).

As for the energy relative to the best compared isomer or geometry (same formula, charge and spin): 12.9 kcal/mol. For the orbital gap (spin up / spin down), the calculation gives 7.5 / 4.9 eV. The calculation puts the HOMO energy (spin up / spin down) at -0.59424 / -0.59424 Eh. The multiplicity is 5. As for the net charge: +3. Its expectation value of S² is 6.0613.

The geometry in XYZ format:
```
77
C35H32Cl2GeIrN2O3S, DFT the ωB97M-V functional and the def2-TZVPD basis
C -0.395 -4.995 1.256
H -0.962 -1.016 1.873
H 4.173 -1.312 0.584
C 0.242 -1.098 -4.828
Cl -0.796 2.630 -8.013
Cl 0.475 3.901 -3.015
H 1.401 4.753 2.424
C 0.201 2.766 -4.209
H 1.639 1.268 0.045
H -2.657 -0.726 1.656
C -4.148 1.278 -3.830
H -4.810 1.510 -4.594
H -0.311 -6.406 4.478
C -3.332 -0.290 -2.168
Ge -1.319 0.276 -0.231
C 2.143 -1.711 2.536
C 5.607 -0.312 1.732
C 3.874 -0.651 3.856
C 0.294 1.277 -3.924
O 1.509 -2.110 3.472
N 1.629 -1.842 1.225
C -0.395 1.715 0.668
O 0.146 -1.701 -3.756
H -3.236 3.217 -3.870
H -0.181 -5.269 0.177
C -1.760 -1.032 1.128
C -0.414 3.627 2.286
H -0.516 -6.987 2.098
H 1.036 -6.172 2.348
C -0.426 2.190 -6.437
O 0.661 0.957 -2.781
S 0.293 -2.898 -0.890
H 2.747 3.109 1.152
H -0.172 -4.676 4.086
H 0.222 -1.707 -5.763
N 0.437 -3.753 1.621
C 6.000 0.052 3.005
C 5.092 -0.047 4.038
C -3.344 2.297 -3.291
H -0.471 4.229 -5.679
C 0.924 3.850 2.058
C 4.381 -0.871 1.534
C -3.310 3.507 2.260
C -0.581 -5.639 3.728
H -3.137 1.762 1.274
H 6.979 0.463 3.212
C 1.035 1.950 0.628
H -2.011 -2.028 0.772
H 0.749 -3.658 2.599
C -2.572 2.549 1.620
C 0.840 -2.832 0.831
C -2.569 0.720 -1.576
H -1.853 2.758 -1.803
H -4.830 -0.726 -3.664
H -0.434 0.100 -6.972
C -0.199 0.822 -6.220
C -1.142 4.563 2.952
C -0.040 -6.060 2.359
C -1.101 2.582 1.500
H 6.337 -0.201 0.906
H -0.686 5.431 3.482
C -4.152 0.006 -3.249
H -1.644 -5.562 3.722
C -0.234 3.149 -5.434
C 1.691 3.010 1.236
C -2.557 4.616 2.894
C -2.545 1.988 -2.158
H 2.103 -1.343 0.489
C 0.128 0.369 -4.969
H -4.392 3.299 2.288
H 5.444 0.230 5.065
H 3.160 -0.766 4.685
H -3.258 -1.256 -1.702
C 3.491 -1.054 2.567
H -3.045 5.496 3.319
Ir 0.301 -0.875 -1.820
H -1.444 -4.690 1.124
```

---

Entry 2:
# C35H32Co2N2O6P

A structure of composition C35H32Co2N2O6P (the ωB97M-V functional and the def2-TZVPD basis, the OMol25 dataset).

As for the energy relative to the best compared isomer or geometry (same formula, charge and spin): 15.2 kcal/mol. For the orbital gap, the calculation gives 6.3 eV. The calculation puts the HOMO energy at -0.14281 Eh. As for the net charge: -1.

The geometry in XYZ format:
```
78
C35H32Co2N2O6P, DFT the ωB97M-V functional and the def2-TZVPD basis
C 2.197 -1.141 -3.663
C 0.689 3.080 -2.844
C 1.554 -4.854 -3.290
O 1.859 -2.845 0.602
H 2.935 -1.367 -4.447
H -0.132 4.005 6.289
C -1.215 3.054 0.465
O -3.603 -4.305 4.657
H -1.140 -2.907 -0.198
H -1.120 -4.668 -0.304
H 0.093 -5.816 -2.023
C -1.466 -1.671 6.055
C -1.827 -1.490 1.491
H 0.722 1.439 -4.245
C -0.998 -3.995 2.464
H 0.681 -1.820 4.640
H -2.034 2.712 5.327
C -1.153 -3.747 -0.901
H -0.628 2.256 0.936
C 0.521 -4.867 -2.355
O -1.101 -1.457 7.133
C -0.151 6.774 -2.785
H -1.621 1.134 3.418
C 1.261 3.369 4.762
H 1.890 2.731 -4.559
C -0.605 3.529 -0.818
C -0.047 5.347 -2.342
C -1.042 2.635 4.884
C -0.819 1.767 3.812
O -2.585 -0.884 0.849
H 2.065 3.989 5.150
H -2.244 2.687 0.336
C 1.638 -2.423 -3.127
C -0.624 4.884 -1.157
C 1.409 2.147 -3.765
H 1.767 0.515 1.893
H 0.830 7.161 -3.085
C 0.652 4.441 -3.147
C 0.470 1.630 3.254
P 0.990 0.107 -0.975
O -1.235 -5.130 2.439
H 2.199 1.585 -3.255
H -1.903 -1.494 -2.506
C -0.048 -1.519 3.872
Co -1.873 -1.971 4.402
C 0.594 -2.452 -2.180
H 1.162 4.793 -4.046
H -1.243 3.891 1.173
C 1.475 2.530 3.673
O -3.951 -0.081 3.646
H -2.202 1.124 -2.367
H 1.417 -0.529 -4.136
C 0.253 -0.728 2.786
H -2.124 -3.715 -1.422
C 0.016 3.386 5.403
C 2.094 -3.624 -3.671
H 0.451 0.102 0.454
H 2.512 -5.956 -4.860
C -2.897 -3.397 4.555
N -0.233 1.202 -1.537
H -0.807 6.878 -3.658
C 0.009 -3.684 -1.829
C -1.356 0.550 -2.012
H 2.888 -3.599 -4.420
H -1.112 5.590 -0.482
H -0.557 7.403 -1.990
C -0.027 2.616 -1.723
C 0.798 0.477 2.400
H 1.298 -6.877 -3.951
N 0.038 -1.237 -1.639
Co -0.464 -2.289 2.294
C 0.924 -2.645 1.259
C 2.089 -6.126 -3.867
C -1.201 -0.793 -2.071
C -3.089 -0.821 3.873
H 2.721 -0.542 -2.901
H 2.883 -6.544 -3.238
H 2.433 2.492 3.144
```

---

Entry 3:
# C35H32IN10NaO4

A structure of composition C35H32IN10NaO4 (the ωB97M-V functional and the def2-TZVPD basis, the OMol25 dataset).

As for the energy relative to the best compared isomer or geometry (same formula, charge and spin): 42.8 kcal/mol. For the orbital gap, the calculation gives 4.8 eV. The calculation puts the HOMO energy at -0.04836 Eh. As for the net charge: -2.

The geometry in XYZ format:
```
83
C35H32IN10NaO4, DFT the ωB97M-V functional and the def2-TZVPD basis
H 3.120 -3.732 3.563
H -2.432 4.090 4.187
C 2.668 -2.981 -1.413
H 3.043 1.863 3.506
H -5.632 -0.036 -0.779
C -1.201 -3.435 -3.438
H -0.196 5.101 3.911
C -1.863 2.224 3.246
H 3.424 -3.529 0.381
N 2.409 -2.338 2.187
H 1.625 -1.429 -1.695
C 5.132 0.777 -1.239
H -2.216 -1.383 1.999
C 2.393 -3.673 2.748
N 1.221 -1.246 0.438
N 3.480 -4.019 -1.929
H -1.408 -1.596 -2.350
H 1.602 3.905 2.726
C -5.719 1.027 -0.623
H -3.950 2.113 3.785
H 6.490 0.892 1.131
H -3.745 3.658 0.130
H 3.416 -3.989 -2.937
C 1.962 -1.331 3.131
C -4.657 3.131 -0.111
N -3.247 -0.110 -0.458
O -2.242 1.945 -0.085
H -7.993 3.545 -0.562
C -0.889 -1.238 -4.392
I -0.884 -6.098 -4.883
C 5.427 1.096 1.208
Na -0.766 0.875 -0.969
C 4.304 0.804 -2.326
H -0.383 -1.176 -6.456
C -4.563 1.762 -0.343
C -2.138 -0.358 2.353
N 2.429 1.350 -0.954
N -3.270 1.173 -0.286
C -7.035 3.043 -0.487
C -1.628 3.535 3.716
C 3.478 1.649 2.536
C 4.848 1.413 2.416
O -2.117 -0.663 -0.429
H 2.643 -4.429 2.009
H 2.108 -0.340 2.709
C 2.009 -2.136 0.850
C -0.612 -1.825 -5.620
H 2.260 1.154 -2.975
N 2.635 -3.050 -0.014
C -6.941 1.671 -0.695
C -1.187 -2.052 -3.306
H 2.562 -1.418 4.038
C 2.609 1.558 1.429
H 0.806 -0.666 1.167
C -0.821 1.497 2.611
H 5.468 1.466 3.306
O -0.948 0.757 -3.091
C -3.110 1.573 3.360
H 6.187 0.542 -1.346
C 3.225 1.315 0.134
N 2.123 -2.162 -2.191
C -3.255 0.291 2.906
C -0.610 -3.205 -5.776
C -0.382 4.095 3.547
H -1.426 -4.062 -2.586
H -4.212 -0.214 2.954
H 1.404 -3.931 3.157
C 0.648 3.419 2.891
C -0.906 -3.984 -4.671
H -7.833 1.098 -0.915
H -5.952 4.829 0.000
C 4.619 1.054 0.048
N -0.968 0.215 2.213
H 3.202 -4.929 -1.587
C -5.889 3.763 -0.184
C -0.869 0.303 -4.260
N 1.289 1.535 1.510
C 2.945 1.108 -2.134
H 0.901 -1.445 3.397
H 4.678 0.589 -3.319
C 0.452 2.140 2.342
H -0.382 -3.655 -6.733
O -0.768 0.927 -5.329
```

---

Entry 4:
# C35H32N2O6

A cluster of 3 separate species, C35H32N2O6 in total (the ωB97M-V functional and the def2-TZVPD basis, the OMol25 dataset).

Its SMILES is O=C1c2ccccc2C(=O)c2ccccc21.O=C1c2ccccc2C(=O)c2ccccc21.CNCCO[C@@H](CN)CC=O. For the orbital gap, the calculation gives 7.8 eV. The calculation puts the HOMO energy at -0.31974 Eh. As for the net charge: 0.

The geometry in XYZ format:
```
75
C35H32N2O6, DFT the ωB97M-V functional and the def2-TZVPD basis
C -3.393 -1.504 0.882
C 1.793 4.024 -4.234
H 3.489 0.368 -6.534
C 0.459 0.363 -5.045
H -2.405 1.571 5.630
O -1.337 0.842 3.520
C -3.528 0.904 0.862
N -0.312 0.593 -6.262
H 0.911 -4.683 -1.636
H 0.903 4.215 -4.846
C 1.353 -1.145 5.979
H -1.164 -4.790 -0.282
H 1.750 -2.490 -2.441
O 3.247 -1.564 -3.907
H 3.453 2.658 -4.358
H 4.816 -0.828 -4.920
H -0.071 -0.180 1.665
O 2.156 -1.698 6.700
H -0.047 0.875 -4.220
C 0.225 -0.353 6.550
C 1.455 -1.236 4.496
C -0.061 3.489 -2.676
C 0.538 -0.582 3.670
C -1.004 -1.445 -0.777
C -0.786 -3.842 -0.640
C -1.479 -2.679 -0.328
C -5.139 -0.388 2.095
H 0.461 -0.715 -4.826
H -0.584 2.586 -3.022
C 0.158 -1.386 -1.539
C -1.705 -0.179 -0.424
N 1.367 3.418 -2.977
H -3.127 1.853 0.538
C -0.952 0.451 8.483
H -0.541 4.370 -3.123
C 1.649 -1.468 1.734
H 2.299 4.993 -4.083
C -1.850 1.122 7.660
H 0.521 -0.424 -1.877
H 1.716 -1.568 0.660
C -2.718 -2.775 0.496
H 3.359 -2.708 2.118
H -6.012 -0.433 2.734
H 0.229 0.374 -7.091
H -4.886 -2.524 2.018
C 1.921 0.847 -5.082
C 3.716 -0.927 -4.835
C -4.642 0.843 1.681
C -1.714 1.056 6.283
H -0.218 3.541 -1.590
O 1.999 2.107 -5.727
H 3.277 3.704 -5.787
C -4.516 -1.560 1.698
C 2.570 -2.110 2.555
C 0.084 -0.283 7.931
O -1.293 0.894 -0.817
C 2.723 3.117 -5.041
O -3.150 -3.850 0.855
H 2.267 -0.916 -6.357
H -5.124 1.757 2.003
H -1.062 0.502 9.558
H 2.248 0.947 -4.039
C 0.643 -0.697 2.290
H -2.657 1.698 8.094
H 3.180 -2.491 4.584
C -0.679 0.317 5.724
C 2.475 -1.993 3.932
C 0.371 -3.775 -1.398
C 2.860 -0.163 -5.813
H -0.565 1.570 -6.330
C -2.903 -0.268 0.456
H 1.910 3.759 -2.200
C 0.846 -2.548 -1.850
C -0.561 0.248 4.239
H 0.791 -0.807 8.559
```

---

Number 1: strongest force on any atom 3.0 eV Å⁻¹. Number 2: strongest force on any atom 4.8 eV Å⁻¹. Number 3: strongest force on any atom 2.2 eV Å⁻¹. Number 4: strongest force on any atom 1.1 eV Å⁻¹.